(1)
{"formula": "C55H122F6N3O29S9", "method": "ωB97M-V/def2-TZVPD", "elements": ["S", "S", "S", "S", "S", "S", "S", "S", "S", "F", "F", "F", "F", "F", "F", "O", "O", "O", "O", "O", "O", "O", "O", "O", "O", "O", "O", "O", "O", "O", "O", "O", "O", "O", "O", "O", "O", "O", "O", "O", "O", "O", "O", "O", "N", "N", "N", "C", "C", "C", "C", "C", "C", "C", "C", "C", "C", "C", "C", "C", "C", "C", "C", "C", "C", "C", "C", "C", "C", "C", "C", "C", "C", "C", "C", "C", "C", "C", "C", "C", "C", "C", "C", "C", "C", "C", "C", "C", "C", "C", "C", "C", "C", "C", "C", "C", "C", "C", "C", "C", "C", "C", "H", "H", "H", "H", "H", "H", "H", "H", "H", "H", "H", "H", "H", "H", "H", "H", "H", "H", "H", "H", "H", "H", "H", "H", "H", "H", "H", "H", "H", "H", "H", "H", "H", "H", "H", "H", "H", "H", "H", "H", "H", "H", "H", "H", "H", "H", "H", "H", "H", "H", "H", "H", "H", "H", "H", "H", "H", "H", "H", "H", "H", "H", "H", "H", "H", "H", "H", "H", "H", "H", "H", "H", "H", "H", "H", "H", "H", "H", "H", "H", "H", "H", "H", "H", "H", "H", "H", "H", "H", "H", "H", "H", "H", "H", "H", "H", "H", "H", "H", "H", "H", "H", "H", "H", "H", "H", "H", "H", "H", "H", "H", "H", "H", "H", "H", "H", "H", "H", "H", "H", "H", "H"], "coordinates": [[-0.422, -0.515, -0.985], [-1.629, -7.257, 1.704], [2.740, 3.975, 3.860], [-3.102, 4.082, 4.195], [0.467, 2.789, 7.223], [-1.015, 5.894, -0.448], [2.332, -3.439, -6.761], [-1.772, -1.715, 5.326], [-4.509, -3.681, 2.624], [1.399, 0.356, 0.814], [0.943, -7.873, 2.212], [-0.203, -7.292, 3.902], [2.156, -0.917, -0.757], [-0.538, -9.307, 3.050], [1.783, 1.042, -1.352], [0.352, 2.016, 8.625], [0.978, -5.665, -1.349], [1.341, 3.542, 3.643], [-0.319, 4.017, 7.253], [1.838, 2.856, 6.774], [-1.499, -7.704, 0.321], [-0.231, -1.256, -2.237], [-1.424, -5.794, 1.725], [-0.959, 5.914, 1.035], [-1.193, 0.722, -1.052], [3.124, 4.944, 4.904], [-3.031, 4.158, 2.501], [-0.259, -1.323, 4.941], [1.125, -3.708, -5.932], [-0.819, -1.486, 0.063], [-3.578, -3.617, 1.519], [2.248, -2.681, -7.978], [-0.755, 4.648, -1.195], [-2.960, -7.627, 2.237], [-2.110, -1.313, 6.651], [-2.261, -4.887, -2.499], [-2.010, -3.064, 4.825], [-2.750, 2.737, 4.720], [-4.334, 4.741, 4.582], [-4.937, -2.484, 3.314], [-5.856, -4.487, 2.174], [3.568, -2.895, -5.770], [-0.250, 7.324, -1.085], [3.325, 4.678, 2.535], [-1.176, -3.963, -0.019], [-4.781, 1.860, -2.475], [0.102, -3.734, -3.182], [6.101, -2.037, 2.840], [1.968, -4.413, 0.451], [-1.399, 2.626, 1.725], [-4.546, 1.038, -3.779], [0.793, 0.027, -5.564], [-4.632, -4.895, -2.501], [1.852, -1.360, 3.831], [-3.137, 2.946, -4.137], [3.788, -3.432, -4.501], [7.437, 1.716, -3.982], [-2.905, 2.907, 1.789], [2.858, 4.390, 1.226], [-3.260, 1.489, -4.462], [6.508, 1.226, -3.090], [3.456, 5.324, 0.265], [-5.346, -1.090, 0.084], [5.146, -0.255, 0.970], [0.429, 1.425, -5.072], [-4.576, 1.029, -1.188], [7.597, 3.757, -2.719], [1.571, 2.414, -4.624], [-3.478, -2.865, -3.198], [4.760, -2.524, -3.800], [7.955, 3.018, -3.843], [5.304, -2.507, 1.834], [-3.685, 2.937, -2.673], [0.386, -1.827, 3.741], [1.335, 0.091, -0.485], [-6.143, 2.506, -2.396], [-3.379, -4.380, -3.154], [3.451, -5.540, -1.185], [-0.332, -0.625, -6.362], [1.950, 4.552, -3.192], [-6.991, -6.389, 1.784], [3.872, 2.552, 3.911], [-2.692, 6.384, -0.906], [1.013, 3.441, -3.701], [-0.293, -8.027, 2.794], [6.663, 3.268, -1.864], [-5.562, -0.131, -1.022], [-3.946, -4.962, 3.954], [0.118, 9.687, -0.945], [5.939, 0.241, 2.020], [-0.367, 1.625, 6.177], [6.448, -0.726, 2.907], [6.013, 2.050, -2.071], [-2.655, -0.565, 4.139], [2.430, 2.556, 9.918], [3.067, -5.066, -7.220], [0.894, 2.684, 9.768], [4.828, -1.582, 0.842], [-0.077, 8.378, -0.174], [-5.720, -5.664, 1.453], [2.109, -5.606, -0.513], [-1.812, 5.296, 4.428], [4.278, -1.928, -0.020], [0.228, 0.721, 6.298], [-0.749, 10.341, -1.041], [-3.619, -0.399, 4.620], [2.542, -1.944, 3.220], [2.070, 2.907, -5.459], [-1.523, 5.286, 5.479], [-6.384, 2.974, -1.442], [-4.648, -4.785, -1.416], [8.601, 3.448, -4.594], [2.921, -3.560, -3.853], [-0.664, 0.059, -7.144], [-2.850, 7.404, -0.556], [4.531, 5.182, 0.375], [-5.630, -4.529, -2.741], [-6.264, 3.138, -3.276], [0.701, 2.993, -2.757], [3.125, 3.363, 0.977], [-3.440, 2.051, 2.199], [1.774, 4.502, 1.212], [3.610, -4.603, -1.719], [1.121, -0.595, -4.732], [0.613, 3.736, 9.708], [-4.291, 0.066, -3.358], [3.039, 3.073, 9.176], [-2.061, 3.111, -4.201], [-2.624, -1.156, 3.223], [-2.773, 6.531, -1.983], [2.905, -4.324, 1.002], [5.730, -2.802, -4.215], [-3.056, -5.388, 3.491], [0.880, 8.221, 0.322], [-1.693, -4.528, 0.640], [-5.703, -0.734, -1.919], [-6.924, 1.747, -2.443], [-2.414, 0.883, -4.137], [-0.887, -3.899, -3.062], [0.358, 9.488, -1.989], [-1.137, -0.738, -5.636], [-1.561, -4.231, -0.913], [-7.073, -7.355, 1.286], [-3.240, 3.170, 0.786], [-3.298, 1.470, -5.551], [-1.342, 1.633, 1.280], [6.458, 3.934, -1.040], [1.789, -0.383, 3.352], [-3.565, 0.665, -1.371], [1.425, 5.341, -2.654], [2.698, -5.311, -8.216], [0.202, 3.921, -4.247], [-4.027, 3.928, -2.374], [1.788, -3.488, -0.097], [0.465, -4.226, -2.378], [-3.550, -2.380, -2.224], [0.289, -4.335, -3.972], [6.435, -2.787, 3.542], [-3.346, -4.830, -4.147], [-4.844, -6.275, 1.670], [-2.543, -2.469, -3.593], [0.473, 2.365, 10.721], [2.655, -5.802, -6.530], [5.886, 0.369, -3.301], [-1.393, 1.558, 6.538], [3.435, -6.313, -1.953], [4.939, 2.778, 3.898], [4.795, 0.503, 0.285], [4.673, -1.455, -3.995], [0.968, 10.207, -0.503], [4.252, -4.414, -4.595], [-0.212, -1.472, 2.903], [-4.718, -5.730, 3.985], [0.436, -2.915, 3.792], [1.270, -4.494, 1.284], [2.663, 2.988, 10.891], [1.662, -0.057, -6.217], [7.634, 1.138, -4.873], [7.123, -0.526, 3.726], [-1.996, 0.277, 3.927], [4.791, -2.647, -2.718], [-5.449, -5.615, 0.398], [2.424, 1.870, -4.217], [3.140, 6.324, 0.560], [-0.081, -1.591, -6.800], [-5.461, 0.881, -4.349], [2.296, -1.327, 4.826], [6.143, 1.302, 2.028], [-3.926, -4.558, 4.966], [-2.835, 2.707, -2.031], [3.697, 1.941, 4.796], [-2.195, 6.300, 4.244], [4.298, -5.759, -0.535], [-4.464, 1.723, -0.355], [0.107, 2.048, -5.907], [-4.313, -2.499, -3.796], [-7.943, -5.947, 1.491], [-6.266, -1.362, 0.602], [-4.623, -5.969, -2.690], [0.214, -2.731, -3.181], [-0.343, 1.339, -4.307], [2.768, 1.522, 9.966], [3.131, 5.150, -0.761], [7.979, 4.754, -2.558], [-3.689, 3.596, -4.816], [2.389, 5.111, -4.018], [-0.783, 2.547, 2.621], [-7.127, -6.609, 2.843], [3.556, 1.882, 3.112], [-6.588, 0.226, -0.937], [4.141, -4.989, -7.050], [-0.971, 4.974, 3.813], [-4.894, -2.042, -0.195], [-3.510, 5.669, -0.814], [-0.392, 1.953, 5.137], [2.079, -6.434, 0.196], [-4.736, -0.566, 0.820], [-0.873, 3.297, 1.046], [-1.247, -2.968, 0.136], [5.188, 1.654, -1.497], [-0.226, -4.285, 0.092], [5.046, -3.552, 1.744], [2.778, 4.218, -2.566], [-0.866, 8.436, 0.576]], "charge": -1, "lumo_ev": 0.689, "gap_ev": 4.49, "e_homo_ha": -0.1396, "largest_force_ev_per_a": 4.931, "multiplicity": 1}

=====

(2)
{"formula": "C33H32N10OPbS2", "method": "ωB97M-V/def2-TZVPD", "elements": ["Pb", "S", "S", "O", "N", "N", "N", "N", "N", "N", "N", "N", "N", "N", "C", "C", "C", "C", "C", "C", "C", "C", "C", "C", "C", "C", "C", "C", "C", "C", "C", "C", "C", "C", "C", "C", "C", "C", "C", "C", "C", "C", "C", "C", "C", "C", "C", "H", "H", "H", "H", "H", "H", "H", "H", "H", "H", "H", "H", "H", "H", "H", "H", "H", "H", "H", "H", "H", "H", "H", "H", "H", "H", "H", "H", "H", "H", "H", "H"], "coordinates": [[0.093, -0.397, -0.170], [-1.625, 3.442, -0.295], [2.198, 0.818, 1.115], [-1.159, 2.373, 0.864], [-2.311, -0.149, 1.292], [0.923, 3.923, 0.171], [1.690, 0.753, -1.873], [0.565, -2.549, 1.247], [-4.042, -0.044, 2.634], [-0.956, 0.527, -2.542], [0.815, -2.581, -1.547], [0.000, 5.223, -1.469], [3.011, 0.880, -1.542], [4.602, 0.808, 0.048], [-2.387, 1.793, 2.860], [-4.215, -1.174, 1.881], [-3.133, -1.226, 1.057], [-2.519, 7.004, -4.319], [-1.251, 7.504, -4.054], [-0.451, 6.897, -3.104], [-0.112, 4.259, -0.572], [1.342, 1.151, -3.046], [0.823, -3.815, -0.790], [-0.918, 5.785, -2.413], [0.581, -3.646, 3.375], [0.503, -2.506, 2.556], [-2.363, 3.318, 4.751], [-0.085, 0.979, -3.455], [0.967, -6.229, -0.666], [-2.729, 0.687, -4.132], [-1.538, 4.191, 4.055], [-0.498, 1.294, -4.744], [-2.235, 0.387, -2.872], [3.293, 0.803, -0.266], [-2.881, 0.549, 2.250], [-1.134, 3.868, 2.770], [-1.834, 1.142, -5.084], [0.899, -6.195, 0.694], [-2.977, 5.896, -3.625], [-1.560, 2.688, 2.192], [0.935, -5.028, -1.407], [-2.769, 2.136, 4.160], [0.721, -3.755, 0.628], [-2.182, 5.278, -2.671], [2.291, 1.773, -4.025], [0.778, -4.956, 1.368], [0.709, -4.865, 2.777], [1.829, 4.328, -0.012], [-5.071, -1.816, 1.986], [-2.573, 4.407, -2.163], [-0.495, 4.540, 2.209], [-3.381, 1.451, 4.734], [-2.894, 0.027, -2.087], [0.536, 7.296, -2.895], [-3.779, 0.564, -4.355], [1.763, -2.336, -1.826], [-4.677, 0.288, 3.342], [0.384, -1.523, 3.001], [1.910, 2.735, -4.374], [4.886, 0.691, 1.004], [-2.889, -1.972, 0.317], [-1.209, 5.116, 4.506], [3.262, 1.910, -3.567], [0.212, 1.646, -5.479], [2.411, 1.133, -4.903], [0.933, -7.108, 1.275], [0.935, 3.049, 0.698], [5.281, 0.712, -0.688], [-2.685, 3.556, 5.755], [0.909, 5.666, -1.501], [-3.966, 5.504, -3.820], [0.762, -5.771, 3.367], [-3.145, 7.476, -5.064], [0.279, -2.695, -2.401], [1.011, -5.070, -2.487], [-0.885, 8.374, -4.581], [-2.169, 1.377, -6.086], [0.535, -3.543, 4.449], [1.059, -7.172, -1.187]], "charge": 2, "lumo_ev": -4.781, "gap_ev": 7.84, "e_homo_ha": -0.4639, "largest_force_ev_per_a": 0.407, "relative_energy_kcal_mol": 1.5, "multiplicity": 1}